# 1
The following is a quantum chemistry calculation of a structure of composition C30H19CoF5OPS at a distorted geometry, from OMol25.

- F_max: 1.19 eV Å⁻¹
- Expectation value of S²: 0.78
- Frontier orbital gap (alpha / beta): 6.6 / 6.6 eV

```
! RIJCOSX wB97M-V def2-TZVPD def2/J DEFGRID3
* xyz -1 2
Co -1.1184 -2.5985 -0.0060
C 0.8348 -3.5314 -0.2140
C -0.1600 -4.4753 -0.5607
C -0.9649 -4.7020 0.5774
C -0.4446 -3.9320 1.6551
C 0.6658 -3.2157 1.1587
H 1.6213 -3.1509 -0.8469
H -0.2663 -4.9444 -1.5262
H -1.8099 -5.3717 0.6159
H -0.8093 -3.9300 2.6703
H 1.2955 -2.5320 1.7055
O -3.7019 -2.8450 -0.9584
C -2.9828 -2.2674 -0.1625
C -3.5672 -1.1266 0.6234
C -4.9166 -0.9871 0.9195
C -5.3281 0.0402 1.7550
C -4.4015 0.9328 2.2860
C -3.0559 0.8233 1.9591
C -2.6471 -0.2038 1.1190
P -0.9868 -0.4999 0.4209
C 0.1126 0.3176 1.6139
C 0.2822 -0.2809 2.8603
C 1.0643 0.3281 3.8292
C 1.6842 1.5403 3.5579
C 1.5174 2.1388 2.3179
C 0.7337 1.5316 1.3472
C -1.0430 0.5653 -1.0562
C -1.6141 1.8361 -1.0477
C -1.6296 2.6035 -2.2016
C -1.0799 2.1037 -3.3747
C -0.5210 0.8356 -3.3932
C -0.5012 0.0685 -2.2374
H -5.6207 -1.6979 0.5040
H -6.3760 0.1447 2.0100
H -4.7320 1.7159 2.9576
H -2.3348 1.5279 2.3585
H -0.2022 -1.2273 3.0717
H 1.1965 -0.1486 4.7925
H 2.3051 2.0119 4.3094
H 2.0164 3.0724 2.0912
H 0.6507 1.9779 0.3671
H -2.0528 2.2297 -0.1386
H -2.0698 3.5927 -2.1842
H -1.0858 2.7067 -4.2744
H -0.0813 0.4450 -4.3018
H -0.0349 -0.9080 -2.2419
F 5.9891 3.5827 -3.1418
C 5.1921 2.6327 -2.6182
C 3.9024 2.9300 -2.2240
F 3.4414 4.1858 -2.3688
C 3.0931 1.9476 -1.6877
F 1.8475 2.3223 -1.3386
C 3.5020 0.6188 -1.4999
S 2.4967 -0.6019 -0.8227
C 4.8200 0.3686 -1.9211
F 5.3347 -0.8630 -1.8034
C 5.6440 1.3354 -2.4612
F 6.8971 1.0269 -2.8402
*
```

=====

# 2
The following is a quantum chemistry calculation of the molecule C18H22N4O4S2 at a distorted geometry, from OMol25.

- F_max: 1.32 eV Å⁻¹
- Frontier orbital gap: 8.3 eV

```
! RIJCOSX wB97M-V def2-TZVPD def2/J DEFGRID3
* xyz 0 1
C 4.6836 1.3321 3.6368
N 3.7986 2.3024 4.2612
C 3.6141 3.4904 3.4434
N 2.5706 1.7274 4.6321
C 1.6557 1.1961 3.7910
O 1.8214 1.1714 2.5692
C 0.4519 0.6509 4.4260
C 0.1016 0.6147 5.8046
C -1.0992 0.0296 6.0225
S -1.8714 -0.5110 4.5712
C -0.5388 0.0710 3.6539
N -0.4918 -0.0447 2.2940
C -1.5006 -0.6305 1.5961
O -2.4785 -1.0744 2.1759
C -1.3274 -0.7023 0.1220
C -2.1726 -1.5668 -0.5743
C -2.0696 -1.6884 -1.9469
C -1.1269 -0.9373 -2.6253
S -1.0309 -1.1519 -4.4068
O -2.3099 -0.7959 -4.9523
O -0.5425 -2.4825 -4.6438
N 0.1197 -0.0067 -4.8479
C 1.4130 -0.5342 -5.2682
C 1.6343 -0.0678 -6.7195
C 0.2624 0.4527 -7.1514
C -0.3115 0.9695 -5.8339
C -0.2927 -0.0661 -1.9533
C -0.3887 0.0546 -0.5770
H 5.6621 1.7945 3.5253
H 4.7733 0.4695 4.2955
H 4.3266 1.0012 2.6554
H 4.5824 3.9737 3.3316
H 2.9385 4.1684 3.9632
H 3.2067 3.2645 2.4519
H 2.3986 1.7243 5.6258
H 0.7107 1.0066 6.6001
H -1.5871 -0.1199 6.9646
H 0.3786 0.3345 1.9001
H -2.9014 -2.1333 -0.0146
H -2.7086 -2.3527 -2.5063
H 2.1905 -0.1528 -4.5995
H 1.3798 -1.6210 -5.1834
H 1.9894 -0.8772 -7.3531
H 2.3663 0.7402 -6.7461
H -0.3592 -0.3668 -7.5137
H 0.3229 1.2230 -7.9171
H 0.1168 1.9425 -5.5713
H -1.3974 1.0292 -5.8214
H 0.4225 0.5155 -2.5122
H 0.2610 0.7499 -0.0671
*
```

=====

# 3
The following is a quantum chemistry calculation of the molecule C4H4O2, from OMol25.

- F_max: 0.82 eV Å⁻¹
- Frontier orbital gap: 10.2 eV

```
! RIJCOSX wB97M-V def2-TZVPD def2/J DEFGRID3
* xyz 0 1
O -1.6574 0.4372 -1.2501
C -1.7279 -0.1699 -0.2156
O -0.7832 -0.2185 0.7369
C 0.4234 0.5031 0.4691
C 1.9717 -1.5300 0.1756
C 1.4618 -0.3834 -0.1741
H -2.5888 -0.7694 0.1112
H 0.2035 1.3570 -0.1732
H 0.7691 0.8554 1.4420
H 1.9278 -0.0816 -1.1218
*
```

=====

# 4
The following is a quantum chemistry calculation of a structure of composition C5H4O7Tl at a distorted geometry, from OMol25.

- F_max: 4.63 eV Å⁻¹
- Frontier orbital gap (alpha / beta): 5.7 / 5.7 eV

```
! RIJCOSX wB97M-V def2-TZVPD def2/J DEFGRID3
* xyz -1 1
O -0.9575 1.5893 -0.1700
C 0.0335 1.4092 0.6156
O 1.0023 2.1826 0.6822
O -2.5144 1.0743 2.2736
O -1.0973 2.2362 3.6261
C -1.5872 1.7266 2.6786
Tl -2.4871 0.0952 0.0311
O -0.4623 -1.1168 -0.4232
C 0.1531 -1.4076 -1.6687
C 1.5529 -0.8039 -1.5181
O 1.7446 -0.7821 -0.1159
C 0.5274 -0.5436 0.5090
H 0.1806 -2.4992 -1.7975
H -0.4178 -0.9587 -2.4916
H 1.6041 0.2215 -1.9170
H 2.3386 -1.4132 -1.9777
O 0.3865 -1.0097 1.6636
*
```

=====

# 5
The following is a quantum chemistry calculation of a structure of composition C55H47BrNO3P2RbS, from OMol25.

- F_max: 0.47 eV Å⁻¹
- Frontier orbital gap: 5.0 eV

```
! RIJCOSX wB97M-V def2-TZVPD def2/J DEFGRID3
* xyz -2 1
Rb 1.2739 -0.0098 0.7354
C 2.2948 -2.5010 4.6304
C 0.9645 -2.4643 5.3309
C 0.9050 -2.5087 6.7189
C -0.3084 -2.4900 7.3953
C -1.4901 -2.4343 6.6756
C -1.4455 -2.3923 5.2871
C -0.2352 -2.3987 4.6009
P -0.1159 -2.3439 2.7680
C -1.8590 -2.0515 2.2564
C -2.5064 -2.9467 1.4019
C -3.7517 -2.6531 0.8633
C -4.3701 -1.4503 1.1708
C -3.7379 -0.5537 2.0185
C -2.4891 -0.8334 2.5700
C -1.8680 0.1806 3.4929
C 0.2559 -4.0357 2.3209
C -0.5163 -5.0815 2.8490
C -0.4158 -6.3839 2.4178
C 0.4968 -6.6418 1.3640
C 1.2918 -5.6660 0.8485
C 1.2980 -4.3033 1.3480
C 2.2521 -3.4161 0.8969
H 3.1051 -2.6390 5.3474
H 2.4787 -1.5683 4.0901
H 2.3423 -3.3041 3.8906
H 1.8328 -2.5582 7.2793
H -0.3258 -2.5234 8.4784
H -2.4464 -2.4302 7.1851
H -2.3725 -2.3537 4.7255
H -2.0094 -3.8725 1.1414
H -4.2234 -3.3564 0.1872
H -5.3318 -1.1981 0.7398
H -4.2087 0.3998 2.2401
H -2.1821 1.1866 3.2126
H -0.7776 0.1460 3.4724
H -2.1609 0.0033 4.5319
H -1.2465 -4.8367 3.6172
H -1.0296 -7.1679 2.8411
H 0.5715 -7.6451 0.9549
H 1.9879 -5.9070 0.0517
H 2.9989 -3.7448 0.1852
H 2.4228 -2.4653 1.3813
Br 1.1189 2.6712 2.6522
C 2.8315 2.7786 1.7752
C 3.9264 2.5372 2.5880
C 5.2096 2.5222 2.0647
C 5.3481 2.7965 0.7016
C 4.2690 3.0360 -0.1187
C 4.4942 3.4520 -1.5034
C 3.5151 3.7765 -2.3479
C 2.0895 3.6438 -1.9389
C 1.8453 3.0586 -0.5479
C 2.8981 2.9684 0.3632
H 3.7575 2.3491 3.6410
H 6.0641 2.3190 2.6953
H 6.3405 2.8519 0.2634
H 5.5303 3.5297 -1.8206
H 3.7564 4.1257 -3.3478
H 1.5156 3.1191 -2.7147
C -5.6870 2.6659 0.7043
C -5.3901 1.8342 -0.3646
C -4.0674 1.5617 -0.6972
C -3.0268 2.1133 0.0409
C -3.3350 2.9555 1.1112
C -4.6514 3.2357 1.4384
P -1.2510 1.7527 -0.2332
C -0.6815 3.3294 -0.9751
C 0.5914 3.9467 -0.4228
C 1.2416 4.8855 -1.4853
C 0.3436 5.5722 -2.4566
C -0.8811 5.0945 -2.6870
C -1.3498 3.8913 -1.9888
C -1.3025 0.5393 -1.6029
C -0.9297 0.7894 -2.9224
C -0.9839 -0.2207 -3.8759
C -1.3985 -1.4937 -3.5124
C -1.7505 -1.7613 -2.1949
C -1.6994 -0.7526 -1.2447
H -6.7177 2.8694 0.9683
H -6.1875 1.3899 -0.9484
H -3.8483 0.8997 -1.5266
H -2.5301 3.3950 1.6939
H -4.8704 3.8894 2.2745
H 0.3901 4.3895 0.5555
H 1.9177 5.5815 -0.9854
H 0.7095 6.4343 -3.0057
H -1.5332 5.5479 -3.4242
H -2.2644 3.4318 -2.3521
H -0.5821 1.7721 -3.2150
H -0.6931 -0.0138 -4.8994
H -1.4281 -2.2772 -4.2595
H -2.0554 -2.7574 -1.8971
H -1.9831 -0.9694 -0.2184
N 2.8509 -0.1498 -2.6556
C 2.3514 -0.1837 -3.9670
C 2.0640 -1.4003 -4.5814
C 1.5458 -1.4361 -5.8675
C 1.3079 -0.2641 -6.5710
C 1.6388 0.9473 -5.9765
C 2.1581 0.9919 -4.6913
S 0.4822 -0.2982 -8.1589
O 0.7968 -1.6086 -8.7138
O -0.9270 -0.1271 -7.8164
O 1.0479 0.8250 -8.8952
H 2.6861 0.7199 -2.1636
H 2.6014 -0.9599 -2.1083
H 2.2250 -2.3240 -4.0345
H 1.3081 -2.3818 -6.3391
H 1.4780 1.8625 -6.5339
H 2.4112 1.9440 -4.2371
*
```

=====

# 6
The following is a quantum chemistry calculation of the ion C21H27N2O5 with charge +1 at a distorted geometry, from OMol25.

- F_max: 1.30 eV Å⁻¹
- Frontier orbital gap: 8.6 eV

```
! RIJCOSX wB97M-V def2-TZVPD def2/J DEFGRID3
* xyz 1 1
C -4.4487 -0.1935 -2.6406
O -3.6088 -0.3068 -1.5116
C -4.0973 -0.9475 -0.3931
C -5.4231 -1.3381 -0.2601
C -5.8758 -1.9396 0.9007
C -5.0018 -2.1697 1.9459
C -3.6761 -1.8049 1.8148
C -3.1989 -1.1912 0.6604
N -1.8262 -0.8731 0.6242
C -1.2775 -0.0016 1.6252
C -1.1203 1.4283 1.0820
N -0.2267 1.3954 -0.0966
C 0.1529 2.7422 -0.5774
C 1.3247 3.3357 0.2429
O 1.5444 4.6640 -0.1083
C 2.5905 2.4753 0.0866
O 2.3161 1.1829 0.6174
C 3.3768 0.2688 0.5238
C 4.4562 0.3660 1.3815
C 5.4985 -0.5568 1.3262
C 5.4046 -1.5586 0.3906
C 4.3073 -1.6515 -0.4755
C 3.2779 -0.7447 -0.4353
O 4.4617 -2.7240 -1.2930
C 5.6948 -3.3201 -0.9266
O 6.2663 -2.5738 0.1292
C -0.8297 0.5422 -1.1440
C -1.0505 -0.8721 -0.5805
H -5.3015 0.4621 -2.4435
H -4.8066 -1.1708 -2.9732
H -3.8314 0.2469 -3.4229
H -6.1227 -1.1601 -1.0601
H -6.9122 -2.2260 0.9797
H -5.3436 -2.6428 2.8523
H -2.9805 -2.0102 2.6140
H -1.9309 0.0187 2.4963
H -0.2913 -0.3718 1.9373
H -0.6953 2.0799 1.8447
H -2.0924 1.8181 0.7708
H 0.6777 0.9555 0.2094
H 0.4589 2.6692 -1.6251
H -0.7053 3.4161 -0.5182
H 1.0552 3.3651 1.3046
H 1.9210 4.7346 -0.9944
H 3.4176 2.9481 0.6269
H 2.8724 2.3944 -0.9742
H 4.4863 1.1605 2.1098
H 6.3419 -0.4911 1.9909
H 2.4390 -0.8190 -1.1076
H 6.3748 -3.3203 -1.7915
H 5.5195 -4.3550 -0.5971
H -0.1636 0.4995 -2.0067
H -1.7879 0.9692 -1.4437
H -1.5397 -1.4864 -1.3335
H -0.0706 -1.3171 -0.3539
*
```

=====

Computed values of relative energy (zero: lowest compared OMol25 entry of this formula, charge and spin) (unit: kcal/mol) for the preceding records, in sequence: 11.1 40.4 80.6 52.3 10.0 0.4.